Entry A
The following is a quantum chemistry calculation of CH4N2O2S as an isolated structure, from the OMol25 dataset.

Cartesian coordinates (Å):
C -0.512 -0.367 1.721
N 0.343 -0.010 -2.779
N -0.706 0.922 1.240
O -0.550 1.066 0.040
O 1.504 -0.495 -0.673
S 0.910 0.510 -1.459
H -0.662 -0.386 2.841
H -0.867 -1.234 1.190
H 0.541 -0.577 1.396
H -0.001 0.570 -3.515

Computed properties:
LUMO = -0.92 eV

Entry B
The following is a quantum chemistry calculation of one molecule with the formula CH4N2O2S, from the OMol25 dataset.

Cartesian coordinates (Å):
C -0.420 1.343 0.402
N 0.912 -0.528 0.510
N 0.758 0.686 0.260
O -0.958 -0.638 -1.239
O 0.502 -2.565 -0.990
S -0.475 -1.708 -0.375
H -1.096 0.967 -0.451
H -0.938 1.139 1.350
H -0.075 2.317 0.292
H 1.791 -1.013 0.242

Computed properties:
LUMO = -1.13 eV

Energetically preferred structure: entry B | next structure: +0.0534 hartree

Entry A
The following is a quantum chemistry calculation of one molecule with the formula CH4N2O2S, from the OMol25 dataset.

Cartesian coordinates (Å):
C -1.609 1.032 -0.232
N 2.312 -1.786 0.012
N 1.114 -1.419 0.126
O 1.003 0.918 1.063
O -0.513 0.321 -0.805
S 1.019 0.320 -0.234
H -2.524 0.787 -0.817
H -1.477 2.061 -0.289
H -1.801 0.603 0.840
H 2.477 -2.837 0.336

Computed properties:
LUMO = -0.11 eV

Entry B
The following is a quantum chemistry calculation of CH4N2O2S as an isolated structure, from the OMol25 dataset.

Cartesian coordinates (Å):
C -0.418 0.041 -0.586
H 0.281 -2.275 -0.810
H 1.422 -0.023 0.267
H -1.673 0.657 0.862
H 0.246 2.094 1.399
N 0.866 -0.202 -0.636
N -0.732 0.945 0.438
O 1.216 -1.437 -1.163
O 0.379 1.139 1.407
S -1.588 -0.937 -1.178

Computed properties:
LUMO = 0.51 eV

Energetically preferred structure: entry A | next structure: +0.0609 hartree

Entry A
The following is a quantum chemistry calculation of a 3-piece molecular cluster, CH4N2O2S overall, from the OMol25 dataset.

Cartesian coordinates (Å):
C -0.001 0.069 -0.096
N 1.349 -1.633 -0.729
N -0.192 -0.409 1.022
O 1.983 -2.226 -1.542
O 0.898 -0.474 -1.119
S -0.637 1.689 -0.478
H -1.604 1.022 1.715
H -2.209 1.652 1.983
H 0.436 -1.270 0.961
H -0.022 1.580 -1.717

Computed properties:
LUMO = -0.47 eV

Entry B
The following is a quantum chemistry calculation of a 2-piece molecular cluster, CH4N2O2S overall, from the OMol25 dataset.

Cartesian coordinates (Å):
C -1.628 0.611 0.589
N 1.518 -1.041 -0.524
N -1.145 1.705 0.189
O -1.062 -0.561 0.455
O 2.557 -3.222 -1.204
S 1.785 -2.507 -0.224
H -2.621 0.592 1.044
H 2.185 -0.671 -1.213
H -0.373 -0.422 -0.331
H -1.776 2.464 0.407

Computed properties:
LUMO = -1.08 eV

Energetically preferred structure: entry B | next structure: +0.1313 hartree